# C16H32Cl16

C16H32Cl16 as an isolated structure at a distorted geometry (ωB97M-V with the def2-TZVPD basis set, the Open Molecules 2025 dataset).

Cartesian coordinates (Å):
1 Cl 2.0884 -3.4267 -2.5134
2 C 0.8493 -2.7471 -1.5263
3 C 1.0078 -3.3524 -0.1441
4 Cl -0.3946 -2.8903 0.9909
5 H -0.0782 -2.9698 -2.0537
6 H 0.9997 -1.6692 -1.4663
7 H 1.9041 -3.0032 0.3686
8 H 1.1165 -4.4340 -0.0638
9 Cl 1.5721 -1.1425 1.4064
10 C 0.4165 0.1720 0.9714
11 C 0.0102 0.1368 -0.4876
12 Cl -0.9627 1.5836 -1.0133
13 H 0.8133 1.1653 1.1815
14 H -0.4537 0.0823 1.6217
15 H -0.5421 -0.7884 -0.6522
16 H 0.9175 0.0969 -1.0903
17 Cl -0.5844 -0.8934 -2.1590
18 C -2.3434 -0.8389 -2.4820
19 C -2.8726 -1.5950 -3.7035
20 Cl -2.1495 -1.0134 -5.2180
21 H -2.7188 0.1629 -2.2736
22 H -2.6502 -1.4704 -1.6482
23 H -3.9490 -1.5919 -3.8746
24 H -2.4735 -2.6074 -3.6413
25 Cl -0.0868 2.4266 1.5424
26 C -1.6865 2.0496 2.1131
27 C -2.6519 3.1089 1.6388
28 Cl -4.2727 2.5741 2.2606
29 H -1.5709 2.0591 3.1969
30 H -1.8628 1.0460 1.7260
31 H -2.6589 3.0949 0.5489
32 H -2.4366 4.1224 1.9773
33 Cl 1.4208 3.3590 -0.6479
34 C -0.2979 3.8320 -0.8188
35 C -0.6213 5.1752 -0.1860
36 Cl -2.2292 5.7374 -0.6289
37 H -0.8860 3.0285 -0.3754
38 H -0.5306 3.8360 -1.8836
39 H 0.1125 5.8798 -0.5773
40 H -0.4035 5.0961 0.8791
41 Cl 3.7656 -3.8543 -0.1972
42 C 2.9304 -4.0742 1.2690
43 C 3.0836 -2.7827 2.1088
44 Cl 2.3320 -2.9693 3.6953
45 H 3.2937 -5.0026 1.7096
46 H 1.8499 -4.0878 1.1261
47 H 2.6564 -1.9158 1.6047
48 H 4.1544 -2.8216 2.3087
49 Cl 0.2165 -1.2010 6.4597
50 C 0.9519 -1.4737 4.7884
51 C 0.6240 -0.3449 3.7877
52 Cl -1.1505 -0.1368 3.3642
53 H 0.5240 -2.4213 4.4611
54 H 2.0321 -1.5973 4.8662
55 H 1.2769 -0.4143 2.9177
56 H 0.8534 0.5890 4.3008
57 Cl 0.4656 3.2017 -2.9163
58 C 0.0372 2.0467 -4.1762
59 C 0.2420 0.6524 -3.4183
60 Cl 1.9026 0.1005 -3.5618
61 H 0.5788 2.2372 -5.1028
62 H -0.9875 2.3129 -4.4356
63 H -0.3912 -0.1114 -3.8697
64 H -0.1021 0.6771 -2.3843

Cartesian forces, eV/Å:
Cl 0.7 -0.4 -1.9
C 0.3 -1.6 1.2
C -2.0 0.8 -0.8
Cl -0.6 -1.7 -1.2
H 0.4 -0.3 0.7
H 1.0 -1.0 0.2
H -2.0 1.2 -2.1
H -1.0 0.0 -1.2
Cl -4.7 6.7 -4.8
C 0.8 -0.1 -1.3
C 1.8 1.3 6.6
Cl -1.5 -6.5 0.6
H 2.3 -3.5 -0.3
H 0.9 -0.5 -1.0
H 0.3 1.1 4.2
H 0.3 0.6 0.2
Cl -8.9 -10.0 -7.8
C -0.9 -0.8 0.2
C 1.2 0.0 -0.1
Cl -0.1 0.3 -0.6
H 0.1 0.0 -0.6
H -0.5 0.2 0.2
H 0.1 0.1 0.6
H -0.5 -0.1 0.2
Cl -1.5 6.3 3.3
C -0.6 1.5 0.4
C -0.3 -0.7 -0.3
Cl 0.4 0.4 -0.3
H -0.7 0.1 -0.4
H -1.0 0.9 -0.1
H -0.5 0.2 0.1
H -0.1 -0.3 0.2
Cl 0.6 1.1 2.2
C -1.7 4.1 2.7
C 2.4 -0.1 -0.1
Cl -0.2 -0.1 0.2
H 0.7 3.6 0.9
H -1.4 1.4 2.5
H -0.3 0.4 0.0
H -0.8 0.4 0.2
Cl 1.7 -0.2 -0.8
C -0.2 -0.6 3.3
C 3.9 -4.8 1.2
Cl 2.6 -3.2 -3.3
H 0.1 0.4 0.5
H 1.6 -2.0 1.5
H 5.5 -3.2 0.9
H 0.1 1.1 0.0
Cl 0.2 0.2 -0.6
C -2.6 1.6 1.2
C -0.2 0.7 2.9
Cl 1.0 -2.9 3.1
H -0.5 0.7 0.6
H -1.1 1.5 1.4
H -1.0 0.5 1.7
H -0.1 0.1 0.0
Cl 2.7 -1.6 -8.2
C 0.2 -0.8 0.2
C 0.3 4.6 -5.2
Cl 0.4 -0.1 0.2
H 0.5 -0.5 0.2
H -0.3 -0.7 0.2
H 0.8 1.2 -1.2
H 1.9 2.8 -2.6

As for the spin multiplicity: 1. The calculation puts the relative energy (zero: lowest compared OMol25 entry of this formula, charge and spin) at 2947.85 kJ/mol. The highest occupied orbital energy comes out at -0.3029 Ha. The frontier orbital gap is 0.3081 hartree. Its electronic energy is -7990.83627 Ha. Its strongest force on any atom is 0.302 hartree/bohr.

=====

# C16H32Cl26F3O4PSi2

C16H32Cl26F3O4PSi2 as an isolated structure at a distorted geometry (ωB97M-V with the def2-TZVPD basis set, the Open Molecules 2025 dataset).

Cartesian coordinates (Å):
1 C -4.5224 3.1074 -0.9772
2 C -3.9710 2.2982 -1.6788
3 Si -2.9600 1.5448 -3.0205
4 O -1.3696 2.0736 -2.8097
5 Si -0.7401 3.0458 -3.9662
6 C -1.3239 4.8750 -3.8693
7 F -2.6603 5.0275 -4.0652
8 F -1.0260 5.4667 -2.6920
9 F -0.7077 5.5878 -4.8510
10 P 1.4874 3.0462 -3.5956
11 O 1.7493 2.0462 -2.5389
12 O 2.2774 2.6780 -4.9359
13 O 1.9943 4.4807 -3.0650
14 H -5.0170 3.9718 -0.5541
15 H -2.9293 0.0892 -2.8455
16 H -3.5118 1.8718 -4.3447
17 H -0.9932 2.5803 -5.3359
18 H 3.1632 3.0743 -4.8925
19 H 2.4197 4.2845 -2.2152
20 C -7.6777 5.4208 -1.5606
21 Cl -8.9400 4.8945 -2.6763
22 Cl -7.0913 4.0832 -0.5572
23 H -6.8442 5.8104 -2.1348
24 H -8.0811 6.1912 -0.9142
25 C -5.4611 -1.2302 -0.1363
26 Cl -5.0848 -0.7041 1.5094
27 Cl -5.2082 0.0938 -1.2930
28 H -4.8079 -2.0522 -0.3964
29 H -6.4968 -1.5485 -0.1780
30 C 4.5345 0.1482 -6.2725
31 Cl 5.1944 1.7430 -5.8978
32 Cl 4.3486 -0.0865 -8.0167
33 H 5.2107 -0.6052 -5.8885
34 H 3.5649 0.0580 -5.8029
35 C 1.0469 -1.0102 -3.1287
36 Cl 0.0080 -1.7006 -4.3863
37 Cl 2.7564 -1.0827 -3.5735
38 H 0.7796 0.0299 -2.9789
39 H 0.9040 -1.5681 -2.2107
40 C 7.3049 -0.0046 -2.7845
41 Cl 5.5829 -0.2449 -3.1126
42 Cl 7.8040 1.6663 -3.0824
43 H 7.4956 -0.2439 -1.7448
44 H 7.8775 -0.6586 -3.4284
45 C -2.5847 4.1755 2.4991
46 Cl -1.8944 5.7882 2.7596
47 Cl -2.8267 3.8288 0.7738
48 H -1.9124 3.4416 2.9171
49 H -3.5466 4.1256 2.9965
50 C 8.4949 -3.8865 -3.0414
51 Cl 7.4125 -3.2122 -4.2669
52 Cl 9.7427 -2.7314 -2.5544
53 H 7.9083 -4.1528 -2.1701
54 H 8.9774 -4.7658 -3.4511
55 C -0.7088 -0.1353 2.8562
56 Cl -1.0428 1.3391 1.9379
57 Cl -1.7848 -0.2843 4.2555
58 H -0.8617 -0.9887 2.2102
59 H 0.3162 -0.1085 3.2010
60 C -4.5965 -4.4469 2.4978
61 Cl -4.1843 -3.1310 3.5998
62 Cl -3.8706 -4.2330 0.8958
63 H -4.2177 -5.3758 2.9183
64 H -5.6751 -4.4930 2.3937
65 C 1.6532 0.6851 6.1659
66 Cl 0.7145 0.1392 7.5594
67 Cl 1.9103 -0.6225 5.0034
68 H 1.1141 1.4873 5.6747
69 H 2.6177 1.0387 6.5103
70 C -2.9720 -8.3406 4.4390
71 Cl -1.4198 -7.6695 3.9343
72 Cl -4.2841 -7.1682 4.2397
73 H -3.1910 -9.2112 3.8323
74 H -2.9111 -8.6169 5.4849
75 C 1.5469 -2.6265 9.7058
76 Cl 3.1816 -3.3014 9.6777
77 Cl 0.3156 -3.8941 9.6610
78 H 1.4231 -2.0533 10.6173
79 H 1.4207 -1.9883 8.8391
80 C 3.2190 -1.5458 1.7067
81 Cl 1.4771 -1.6631 1.4089
82 Cl 3.8120 0.0962 1.4530
83 H 3.4153 -1.8341 2.7330
84 H 3.7330 -2.2134 1.0252

Cartesian forces, eV/Å:
C -0.1 0.9 -0.8
C 0.9 0.7 -1.1
Si -0.1 -0.6 1.5
O -0.7 0.5 -1.0
Si 0.6 -0.1 -0.1
C -0.2 0.4 0.1
F 0.3 -0.1 0.1
F -0.1 -0.1 -0.3
F -0.1 -0.2 0.3
P 0.5 -0.9 1.1
O -0.3 -0.1 0.1
O -0.3 1.0 0.1
O 0.0 -0.1 -0.7
H 0.8 -1.1 -0.1
H 0.1 0.0 -0.2
H 0.2 0.3 -0.1
H -0.1 0.0 0.0
H 0.1 -0.3 -0.4
H 0.0 0.2 0.1
C 0.0 0.1 0.0
Cl 0.0 0.0 0.0
Cl -1.5 0.4 0.1
H 0.0 -0.1 0.0
H -0.1 -0.1 0.0
C -0.1 0.0 -0.2
Cl -0.1 0.0 -0.2
Cl -0.9 -1.2 0.6
H 0.1 0.0 0.0
H 0.0 0.1 0.0
C -0.1 -0.1 -0.1
Cl 0.2 0.2 -0.1
Cl 0.0 0.0 0.0
H 0.1 0.1 0.0
H -0.1 0.1 0.0
C -0.1 0.1 0.1
Cl 0.0 0.0 0.0
Cl -0.3 -0.2 0.1
H 0.1 0.0 0.0
H 0.0 -0.1 -0.1
C 0.0 0.0 0.0
Cl 0.3 0.0 0.3
Cl 0.1 0.0 0.0
H -0.1 0.1 0.0
H 0.0 0.1 -0.1
C -0.1 0.2 -0.1
Cl 0.0 0.0 0.1
Cl 0.7 0.3 1.1
H 0.1 0.0 0.0
H 0.0 0.1 -0.1
C 0.0 -0.1 0.0
Cl 0.0 -0.1 0.0
Cl 0.0 0.0 0.0
H 0.0 0.1 0.0
H 0.0 0.1 -0.1
C -0.2 0.2 0.1
Cl 0.1 -0.3 -0.1
Cl 0.1 0.0 0.1
H -0.2 0.0 0.0
H -0.2 0.1 0.0
C 0.0 -0.1 0.2
Cl 0.1 -0.2 0.1
Cl 0.0 -0.1 0.0
H 0.0 0.5 -0.3
H 0.0 0.1 -0.1
C 0.0 0.1 0.0
Cl -0.1 0.2 0.0
Cl 0.2 -0.1 0.1
H -0.1 -0.1 0.0
H 0.0 -0.1 0.0
C 0.1 -0.1 0.0
Cl 0.0 0.0 0.0
Cl -0.1 -0.5 0.3
H 0.0 0.1 -0.1
H 0.0 0.1 0.0
C 0.0 0.0 0.0
Cl 0.0 0.1 0.0
Cl 0.0 0.0 0.0
H 0.0 -0.1 0.0
H 0.0 -0.2 0.0
C 0.1 0.0 0.0
Cl 0.4 -0.3 -0.2
Cl 0.0 0.0 0.0
H -0.1 0.1 0.0
H -0.1 0.1 -0.1

As for the spin multiplicity: 1. The highest occupied orbital energy comes out at -0.3551 Ha. The frontier orbital gap is 0.3629 hartree. Its electronic energy is -14114.76401 Ha. Its strongest force on any atom is 0.031 hartree/bohr.

=====

# C16H32ClIN2O6S

A 2-piece molecular cluster, C16H32ClIN2O6S overall at a distorted geometry (ωB97M-V with the def2-TZVPD basis set, the Open Molecules 2025 dataset).

Cartesian coordinates (Å):
1 C 1.1559 -2.2279 0.9735
2 C -0.3375 -2.5802 0.5326
3 C -1.2890 -2.1156 1.7725
4 C -0.8656 -1.8146 -0.7761
5 C -1.7378 -2.8297 -1.6570
6 C 0.2617 -1.0245 -1.5958
7 O -0.1991 -0.8205 -2.9577
8 N 0.1240 0.3852 -3.4869
9 C -0.8489 1.4695 -3.2818
10 C -0.6657 2.3935 -1.9938
11 C -1.9709 3.3590 -1.8772
12 C -2.9058 2.9869 -0.6283
13 S -2.6750 4.2433 0.7199
14 O -3.1695 3.6610 2.0297
15 O -1.1988 4.5639 0.8591
16 Cl -3.7589 5.9477 0.1567
17 C 1.5309 0.7491 -3.4510
18 O 2.2172 0.5185 -4.4861
19 O 2.2441 1.3123 -2.3588
20 C 3.4494 1.9910 -2.7933
21 C 3.8910 2.9795 -1.5678
22 C 5.2150 2.4856 -0.8079
23 I 2.3165 3.1773 -0.0377
24 H 1.3097 -1.1534 1.3152
25 H 1.4135 -2.9161 1.8575
26 H 1.9256 -2.4932 0.1588
27 H -0.5426 -3.6947 0.3946
28 H -1.2638 -0.9718 1.7606
29 H -0.8289 -2.4974 2.7420
30 H -2.3390 -2.5043 1.5704
31 H -1.6036 -1.0093 -0.4005
32 H -2.1648 -2.3851 -2.6107
33 H -2.6491 -3.1253 -1.0130
34 H -1.1792 -3.8185 -1.8390
35 H 0.4959 -0.0769 -1.0130
36 H 1.2586 -1.5995 -1.6720
37 H -1.8919 0.9844 -3.2011
38 H -0.9000 2.1114 -4.2370
39 H 0.2060 3.1080 -2.2171
40 H -0.5577 1.8454 -1.0070
41 H -2.5690 3.3321 -2.8507
42 H -1.6478 4.4560 -1.7445
43 H -4.0087 2.9146 -0.9302
44 H -2.5666 1.9789 -0.1952
45 H 4.2625 1.2032 -2.9190
46 H 3.3070 2.6590 -3.6997
47 H 4.0820 4.0389 -1.9472
48 H 5.7686 3.4174 -0.4243
49 H 5.8949 1.8504 -1.4679
50 H 4.8989 1.9166 0.1390
51 C -1.1836 -5.1005 6.0706
52 C -0.5774 -3.9173 5.3673
53 N -1.0370 -2.6959 5.7508
54 O 0.2760 -4.0244 4.5026
55 H -0.3936 -5.6557 6.5785
56 H -1.6664 -5.7437 5.3332
57 H -1.9277 -4.7969 6.8096
58 H -1.7385 -2.5601 6.4580
59 H -0.6455 -1.8868 5.2935

Cartesian forces, eV/Å:
C 0.4 -1.4 -0.1
C -0.6 1.1 1.0
C 0.9 -0.1 -1.0
C -0.5 0.0 -0.3
C -0.4 -0.4 0.8
C 0.5 -1.2 1.3
O 0.0 -0.7 1.5
N 0.9 2.7 0.0
C -1.4 0.2 0.7
C -0.8 1.6 -1.0
C 0.2 0.5 0.1
C -0.1 -0.4 -1.4
S 3.6 -2.2 5.0
O 0.1 1.9 -4.1
O -4.2 -0.2 -1.6
Cl 0.5 -1.0 0.1
C 3.7 -1.1 -3.6
O -2.5 0.9 3.4
O -2.1 -0.3 -2.1
C 1.0 0.9 1.6
C 1.0 -0.4 -0.4
C -0.5 0.5 0.8
I 0.7 0.3 -0.5
H -0.4 -1.3 -0.6
H -0.4 1.1 -1.2
H -1.2 0.6 1.2
H 0.8 1.4 0.1
H -0.3 -1.5 0.2
H -0.9 0.4 -1.2
H 1.2 0.6 0.6
H 1.1 -1.1 -0.7
H 0.8 -0.6 1.1
H 1.3 0.4 -0.9
H -0.7 1.6 0.0
H -0.4 -0.9 -1.1
H -1.6 0.7 0.2
H 1.7 0.4 -0.2
H 0.3 -0.8 1.5
H -1.1 -1.4 0.8
H 0.2 0.6 -1.4
H 0.7 -0.1 1.4
H -0.3 -1.7 -0.3
H 1.5 0.3 0.8
H -0.6 1.7 -0.1
H -1.1 1.2 -0.2
H -0.1 -1.3 0.9
H -0.5 -1.6 0.4
H -0.6 -1.5 -0.7
H -0.9 0.9 0.9
H 0.7 0.5 -1.6
C -0.2 0.0 0.2
C 0.2 0.2 -0.2
N 0.0 0.2 0.0
O -0.2 -0.1 0.1
H -0.1 0.0 -0.1
H 0.1 0.0 0.1
H 0.0 -0.1 0.0
H 0.1 -0.1 -0.1
H -0.1 -0.1 0.1

As for the spin multiplicity: 1. The calculation puts the relative energy (zero: lowest compared OMol25 entry of this formula, charge and spin) at 670.50 kJ/mol. Its SMILES is CC(C)[C@H](C)CON(CCCCS(=O)(=O)Cl)C(=O)OC[C@H](C)I.CC(N)=O. The highest occupied orbital energy comes out at -0.3331 Ha. The frontier orbital gap is 0.3024 hartree. Its electronic energy is -2345.65968 Ha. Its strongest force on any atom is 0.127 hartree/bohr.